DFT (the ωB97M-V functional and the def2-TZVPD basis) results for a molecular structure, C46H90BaO34S8 at a distorted geometry.

Its LUMO energy is -0.2 eV. For the total energy, the calculation gives -206154.717 eV.

The geometry in XYZ format:
```
179
Properties=species:S:1:pos:R:3:forces:R:3
H 3.892563 2.006404 -5.348574 -0.9 0.1 -1.2
O -1.393222 -5.465953 -0.714947 0.6 1.2 -0.7
H -2.353479 -7.398337 2.373301 0.5 -0.5 -0.9
H 2.014055 1.486132 -1.625513 0.3 -0.4 -1.0
H -1.414882 -3.993705 -3.819969 -0.3 0.5 -0.3
C 4.599402 2.222445 -0.963618 -0.7 3.6 2.2
H 4.682664 -2.776188 -0.529556 0.4 0.0 -0.2
C -2.841818 -2.487023 -4.576431 1.0 1.9 0.2
O 5.442951 3.166341 -0.489649 0.1 -0.1 0.2
C -4.442392 1.730062 1.188843 1.3 0.4 -0.8
S -0.288893 -0.211197 3.688668 -0.2 0.8 -0.7
O 1.066039 -4.051530 1.415140 -1.6 -0.6 0.2
H 3.615164 3.585980 4.244274 -0.2 0.4 0.3
C 4.251057 1.293362 -4.657535 2.4 0.7 1.2
H -1.944032 1.188446 -0.905137 1.7 0.4 -0.3
C -3.460011 -4.414922 -3.262623 -0.3 -0.9 0.0
O -3.631725 4.972982 1.050151 1.8 0.9 -0.1
C 1.375798 -0.091552 2.937605 0.1 -2.4 0.9
C -0.969180 -0.193384 -0.151050 2.3 0.2 -1.7
H 6.114800 4.299694 2.973939 -0.3 0.1 0.6
H -1.382473 7.007579 2.056317 -0.4 0.2 0.4
H 8.478014 3.186778 1.588698 0.6 -0.2 0.6
O 3.150397 -2.918916 2.090016 -0.6 -0.2 -0.7
H 5.289607 -0.172610 3.139077 0.0 -0.1 -0.7
H -0.620878 1.708544 -7.219142 -0.1 -0.6 -0.3
H 3.238808 6.879020 1.433228 -0.8 0.4 0.3
C -3.862609 -8.756967 1.660082 -0.1 -0.9 0.4
C 0.718034 -1.207010 -3.172958 1.5 -0.9 0.7
C -5.580964 -0.345980 0.508978 0.1 1.0 -0.7
H 1.980079 1.639587 4.043214 -0.1 -0.3 -0.4
H 4.282466 -4.967616 1.646930 -0.1 -0.4 -0.3
H -2.199355 2.697567 -3.346354 -0.1 -0.1 0.2
Ba -1.770010 -3.047631 1.116575 0.0 0.1 -0.5
O 6.709348 -0.102227 1.634040 -0.4 -0.3 0.2
H 0.516086 6.471978 0.879806 -0.1 -0.8 0.1
H -0.812689 1.938801 4.353293 -0.2 -0.4 -0.8
H -0.452669 2.339042 -3.541046 0.4 -0.1 0.5
C -4.948356 0.133472 -0.813679 -0.5 -1.1 -0.3
H -3.755931 -0.871656 -3.393698 -0.1 0.0 0.3
O 8.370734 1.124065 1.559757 1.2 1.4 0.2
H 2.162042 4.416747 2.136198 -0.4 0.2 -0.1
C -0.480832 5.931388 -0.997617 -0.3 -1.2 -0.3
H -0.269510 -6.031349 -2.273032 1.3 -0.2 -0.5
H -3.369936 -9.609435 2.138716 0.1 -0.2 -0.9
H 7.080284 4.285950 -1.021132 -0.1 -0.7 0.2
H 2.067823 -0.709207 3.554635 -0.6 0.3 -0.4
H 3.493430 -5.459130 -1.279849 -0.2 -0.2 0.2
H 5.316014 1.132747 -4.788245 0.1 -0.3 -0.6
H -3.183822 -5.162736 -2.515601 0.6 0.3 0.0
H -1.176972 3.852810 -7.025787 0.6 0.4 -0.3
O 0.157674 -0.626952 0.177490 -0.7 -0.4 0.6
H -2.469493 -4.539788 -5.128632 0.2 0.2 0.0
H 3.986964 3.179572 2.643847 0.6 0.3 -0.2
C -1.553277 4.837697 -0.741253 0.7 0.2 0.7
H 1.350198 -0.490312 1.915672 -0.4 0.2 0.3
H -5.583487 -8.909262 2.993647 -0.4 0.1 0.0
H -1.118218 3.848265 -0.568133 -0.1 0.1 -0.4
O 6.482073 1.912669 2.585855 -0.2 1.2 0.9
C 2.594931 -3.068830 -0.531140 -1.9 1.3 -0.9
H 2.470525 1.620274 2.351185 0.1 -0.1 0.0
H 2.682045 0.633737 -0.116201 0.4 -0.7 -0.5
H -2.864378 -2.240420 4.472818 0.0 -0.4 0.3
H -5.187285 0.350784 2.548368 0.2 -0.6 0.0
H 2.963505 -6.034093 0.984936 0.0 -0.7 0.0
O -4.923946 -2.033664 4.608799 -1.3 -0.5 -0.2
H 1.745455 -3.532900 -1.104303 0.9 0.2 0.4
C -1.609688 6.779607 1.024506 1.4 0.9 1.0
C 1.655168 1.344763 3.022166 1.2 2.1 0.9
C 2.464140 0.125610 -4.086770 -2.1 -2.4 0.6
O 1.787600 1.104285 -4.069912 -1.1 1.5 0.4
H -6.549734 0.115895 0.542051 -0.8 0.2 0.2
H -7.942888 -3.725631 3.533220 -0.3 0.1 0.2
H 0.651578 -2.250239 -2.772061 -0.1 1.1 -0.4
H 0.056294 -1.070859 -3.999468 -0.7 0.2 -0.4
H -5.741814 -1.407003 0.610352 0.4 -0.4 -0.2
H 10.062751 2.319844 1.546928 0.5 -0.2 -0.6
H 5.441978 5.130784 4.500916 0.3 -0.6 0.0
O -6.108940 -3.113838 2.992938 1.1 0.7 0.9
C 3.982026 -3.443463 -1.025951 -0.3 -0.5 1.4
H -4.284527 -4.892312 -3.795278 -0.2 0.4 0.0
H 5.043285 -5.398960 -0.573787 0.8 0.3 -0.3
H 6.551023 2.969737 -2.090755 0.6 -0.4 -1.6
H 3.885141 5.442573 0.847946 0.7 -0.4 0.0
O 0.234682 -5.184969 -2.258963 -1.9 -0.7 0.4
C 9.077819 2.331474 1.950362 -1.3 -0.4 0.4
H -2.268775 7.480295 0.592146 -1.2 0.6 -0.3
H -3.734965 -0.152209 1.612791 0.4 -0.8 0.3
O -3.419229 2.253850 -1.266218 0.0 -0.4 0.2
C -0.696384 -4.620402 -1.370648 0.3 -1.5 0.8
H -3.422663 2.075977 1.426941 -0.5 0.0 0.0
O -0.114073 5.006131 -4.085282 0.1 0.0 0.3
O -4.092340 -2.350807 2.564516 0.4 0.1 0.0
S -3.901394 -6.253593 1.271686 0.4 0.0 0.3
O -1.237219 -0.975322 2.893933 0.2 -1.3 0.1
C -4.977497 -2.446648 3.373521 -1.0 -1.7 -2.2
H 0.572408 3.955844 -6.351897 0.2 0.6 -0.5
H -0.007879 7.770986 0.018515 -0.2 0.6 -0.4
H -5.943327 -6.922802 1.588891 -1.1 0.1 0.1
H 4.262261 1.785550 -3.698269 -0.5 0.1 0.3
H -3.682207 -2.430719 -5.251648 -0.6 -0.3 0.0
S -4.142853 -3.025881 -2.401238 -2.8 -0.8 0.0
O -3.901080 -3.124057 -0.982120 0.8 0.4 0.5
H -6.722037 -3.737456 4.887734 -0.2 -0.3 -0.2
C 4.084903 -4.914441 -0.542384 0.1 -0.6 -1.1
C -3.629551 -1.654941 4.967120 1.2 0.8 1.5
O 4.712977 7.326196 3.740551 0.0 0.2 -0.4
C -2.872763 -7.626441 1.419834 0.1 -0.6 0.1
H 0.354013 3.156102 2.913505 0.6 0.3 -0.2
H 0.562196 -0.477940 -2.367234 0.0 -0.2 -0.3
H -4.199960 -8.130460 3.699976 0.5 -0.1 0.5
S -1.120764 4.214930 -4.749934 -0.5 0.2 -0.3
O -5.851677 2.568289 -0.912881 0.6 -0.4 0.3
H -2.077970 -1.893891 -5.117782 0.0 -0.4 0.4
H -5.597767 0.087745 -1.691175 0.1 -0.3 0.1
H -2.332434 -1.619327 -2.536021 -0.2 0.0 -0.7
C -0.421471 2.035351 -6.211379 -1.6 0.4 0.3
H 0.448737 5.412480 -1.203581 0.2 0.2 -0.5
O -0.948514 0.993329 -0.813862 -1.9 0.8 0.3
S -2.176325 5.171502 0.925416 -3.2 -2.5 -1.8
C 2.870722 5.015987 2.693829 0.6 -0.4 0.2
O 3.643509 0.032616 -4.554268 2.4 0.1 -1.0
H 5.164818 -1.333530 1.828384 -0.4 -1.6 -0.4
C -1.584716 1.688113 -5.232123 0.5 0.2 -0.1
H -1.715128 1.530258 2.827978 0.5 -0.3 0.3
H -3.996246 -0.356382 -0.949652 0.2 -0.1 -0.2
O -5.569892 -2.977609 -2.747155 1.4 0.6 -0.1
H -3.427901 -0.642983 4.687987 0.0 0.8 -0.3
O 6.202773 6.734739 1.789241 -0.9 -0.2 0.8
H -0.797395 6.523148 -1.851803 0.2 0.0 -0.1
C -0.425344 3.563097 -6.289882 -0.5 -0.3 0.5
S 5.092976 6.413093 2.684779 0.7 -0.7 -0.6
H -2.539657 1.930816 -5.707632 0.0 -0.4 0.1
C 0.412223 2.117633 2.627687 0.0 -0.3 -0.9
H -3.627707 -1.685690 6.057749 0.4 -0.3 -0.2
S 2.427307 -3.744277 1.117577 2.6 1.5 0.2
C -0.744013 1.455166 3.342886 -0.5 1.3 1.0
H -2.303352 4.789714 -1.502473 -0.6 0.0 -0.2
C 5.269855 4.804548 3.471692 0.1 -0.1 -0.3
O -0.680256 -3.397151 -1.289095 -0.2 1.0 0.1
C -4.702092 0.293373 1.566371 -0.4 0.6 0.7
C 3.924241 4.043408 3.308864 0.2 0.3 -0.4
C 2.398681 1.527879 -0.636862 -1.4 2.1 2.4
H -1.521876 0.639794 -4.904395 -0.3 0.3 -0.2
C 6.746742 3.236035 -1.094670 0.0 -0.4 1.6
H 7.420558 2.495921 -0.569440 -0.5 0.9 -0.8
H 9.159599 2.227762 3.031363 0.0 0.8 0.1
H 0.419572 2.045349 1.525760 -0.9 0.1 0.4
H 0.476635 1.583329 -5.852113 0.7 0.1 0.2
H -2.335003 -7.637195 0.472647 0.7 -0.2 0.4
O 3.409580 2.576269 -0.445747 -0.3 -1.5 -0.4
H -7.296963 -2.180997 4.331418 -0.8 -0.6 -0.1
O -2.076363 -0.753606 -0.141758 -1.1 -0.9 1.0
C -3.182625 -1.780845 -3.234169 0.4 -0.2 -0.1
O -4.348115 -6.144948 -0.084940 -0.2 0.5 0.0
C -4.765992 -8.232028 2.795011 0.1 0.5 -1.0
O -2.434314 4.810345 -4.958836 0.8 -0.4 -0.2
H 1.533034 1.904020 -0.024003 0.8 -0.3 -0.7
H -4.436422 -9.037740 0.723740 0.7 0.2 1.2
O -0.233139 -0.416154 5.117867 0.2 -0.4 -0.3
C 5.395150 -0.339786 2.044310 -1.2 1.2 1.2
H 4.079142 -3.394421 -2.103579 0.0 0.2 -0.1
O -3.273455 -5.197504 2.039556 0.4 1.3 -0.4
H -5.167692 2.408349 1.540870 -0.7 0.9 0.7
S -4.640992 1.832711 -0.585487 -0.7 1.1 -0.4
O 4.819689 1.343203 -1.702939 0.8 -2.2 -1.4
C -5.163308 -6.846504 2.322596 -1.1 -0.1 -0.2
O 2.092132 -1.102218 -3.696599 -0.9 0.2 0.6
H 2.394519 5.581678 3.467677 -0.5 0.3 0.4
C -7.115664 -3.220466 4.007551 0.6 1.1 0.4
C -2.424627 -3.886171 -4.250382 0.4 -1.6 0.1
C 3.553357 -5.150800 0.845418 -0.9 1.5 0.7
C -1.365958 2.623517 -4.032514 -0.3 -0.5 -0.1
H 2.332931 -1.964532 -0.543334 0.4 -1.2 0.4
C -0.316126 6.762712 0.244973 0.8 0.8 0.5
C 7.131417 1.087952 2.034685 0.9 -1.5 -1.9
O -1.368951 4.317936 1.744694 0.9 -0.2 1.3
C 3.641939 5.940319 1.779503 0.0 0.4 -0.8
H -5.314677 -6.069669 3.059483 -0.4 -0.1 0.2
H 4.688369 0.339471 1.538078 0.2 -0.2 0.1
```
Positions in Å, forces in eV/Å.